Entry 1:
48
Properties=species:S:1:pos:R:3:mulliken_spin:R:1 method="wB97M-V/def2-TZVPD" charge=+1 homo_lumo_gap_ha="0.2952 / 0.1882" multiplicity=5 e_tot_ev=-67331.8318 lumo_ha="-0.08253 / -0.20771"
C 2.486 1.397 1.141 0.0117
C -4.831 -0.341 -1.210 -0.0442
C -3.285 -2.076 -0.515 -0.0510
C 2.361 1.129 -5.769 -0.0212
H 1.271 -2.236 2.831 0.0019
Pd 0.434 0.092 -0.209 0.9821
C -1.288 -1.295 2.117 0.0022
Te -0.244 -0.500 -2.758 1.0616
C 1.834 -1.308 2.721 -0.0082
H 2.130 3.682 4.259 0.0016
H -2.316 -1.044 2.378 -0.0039
C -2.702 0.252 -0.229 0.0380
H 0.957 1.519 4.177 0.0011
H -1.080 -2.271 2.559 -0.0034
H -5.777 -0.055 -1.648 0.0000
C 2.222 3.053 3.384 0.0432
H 0.397 -2.834 0.608 -0.0146
C -2.396 -1.123 -0.050 0.0618
C 1.669 1.017 2.219 0.0062
H -3.060 -3.128 -0.412 0.0002
H -0.354 -0.427 3.821 0.0033
C 3.136 2.629 1.205 0.0226
C 3.001 3.455 2.309 -0.0201
C -0.645 -2.799 0.298 0.0171
C 0.852 0.071 -4.363 -0.0335
S -1.528 1.469 0.052 0.7853
H -0.786 0.752 2.583 0.0058
C -0.369 -0.241 2.739 0.0218
S 2.716 0.356 -0.287 0.5447
H 2.675 -1.487 2.053 0.0014
C -3.953 0.622 -0.767 0.0913
H 2.267 1.527 -3.598 -0.0005
H -1.191 -3.600 0.804 0.0035
H -0.693 -2.961 -0.777 -0.0012
C -4.485 -1.687 -1.099 0.1287
H 3.510 4.409 2.329 -0.0009
H 2.213 -1.008 3.702 0.0015
H 1.871 0.227 -7.715 0.0061
H -4.186 1.674 -0.864 -0.0078
S 0.487 -0.603 -5.902 0.0087
C 1.881 0.988 -4.452 0.0631
N 0.972 -0.258 2.156 0.0662
C 1.696 0.322 -6.654 0.1166
C 1.566 1.832 3.337 -0.0207
H 3.163 1.792 -6.054 0.0010
H -5.169 -2.448 -1.454 0.0044
N -1.186 -1.470 0.632 0.1298
H 3.757 2.930 0.371 -0.0037



Entry 2:
49
Properties=species:S:1:pos:R:3:mulliken_spin:R:1 method="wB97M-V/def2-TZVPD" charge=+2 homo_lumo_gap_ha="0.2118 / 0.2233" multiplicity=2 e_tot_ev=-76986.6183 lumo_ha="-0.33236 / -0.32146"
O -2.195 2.451 3.570 -0.0023
C -1.236 1.079 -1.126 -0.1568
S -1.964 1.133 3.030 -0.0006
H -4.794 -0.555 -1.191 0.0003
V 0.674 0.479 -0.815 1.3213
H 1.284 -4.476 -0.709 -0.0001
N 1.824 1.095 -2.242 -0.0102
C -0.945 0.152 4.124 0.0029
H 1.515 -2.290 5.840 0.0000
C 2.735 -3.518 -2.040 0.0018
H 2.119 -1.268 3.616 0.0016
C 0.364 0.570 2.262 0.0004
C 2.339 -1.174 -2.420 -0.0094
C 2.784 2.828 -3.574 0.0063
H 3.353 -4.406 -2.148 0.0004
N 1.264 -1.213 -1.551 -0.0199
H 4.476 2.266 -4.800 0.0003
H -3.953 0.343 0.090 -0.0007
H -1.371 2.163 -1.002 -0.0077
H -0.115 -2.353 -0.497 -0.0052
C 1.196 -0.999 4.145 0.0002
H -0.606 -1.613 7.007 0.0001
C 0.311 -0.088 3.555 0.0042
H 1.121 3.047 -2.138 -0.0052
H 4.273 -0.189 -4.193 0.0001
C 3.610 0.566 -3.774 -0.0018
S 1.700 0.549 1.171 -0.1368
C 1.592 -3.558 -1.221 0.0072
C -0.368 -1.224 6.012 0.0021
O -3.089 0.390 2.505 -0.0017
C 0.842 -1.570 5.380 -0.0010
C -1.274 -0.369 5.367 -0.0016
H 2.766 3.877 -3.874 0.0004
C 0.839 -2.408 -1.036 0.0010
C 3.706 1.915 -4.115 0.0037
H -5.710 0.314 0.040 -0.0001
C -4.812 0.356 -0.584 -0.0019
H -1.791 0.704 -2.001 0.0014
C 2.625 0.163 -2.869 0.0283
H -5.767 1.618 -2.064 -0.0002
H 3.902 -2.255 -3.393 -0.0005
H -2.211 -0.053 5.817 0.0000
C 1.860 2.407 -2.621 0.0175
N -0.743 1.145 1.858 -0.0140
H -4.004 1.640 -2.163 0.0008
C -4.848 1.602 -1.471 -0.0005
C 3.069 -2.331 -2.697 -0.0004
H -4.831 2.514 -0.868 -0.0001
H -1.518 0.545 -0.193 -0.0234



Entry 3:
49
Properties=species:S:1:pos:R:3:mulliken_spin:R:1 method="wB97M-V/def2-TZVPD" homo_lumo_gap_ha="0.1686 / 0.3005" multiplicity=3 e_tot_ev=-65642.4434 e_above_lowest_kj_mol=7.47 lumo_ha="-0.00320 / -0.00486"
H 0.083 -0.883 -3.435 0.0149
C 1.696 -0.105 -0.613 0.0105
H 3.900 -3.473 1.274 0.0001
C -0.885 2.114 -2.686 -0.0003
C -0.727 -1.071 -2.708 -0.0501
C 2.906 -1.749 0.473 0.0033
H 0.709 3.114 -0.072 0.0137
C 4.023 -2.534 0.739 -0.0033
H -3.210 -0.084 3.168 0.0171
C -2.215 -0.011 1.275 0.1077
H -0.103 1.345 -2.883 0.0079
S 1.212 -2.138 0.842 -0.0008
C -2.913 -1.554 -0.363 -0.0397
H -2.411 2.022 -1.017 -0.0013
H -4.771 -1.927 2.462 0.0045
H 4.293 0.871 -1.197 0.0011
H -4.516 -2.882 0.127 0.0108
H -2.736 -1.945 -1.366 0.0128
O 0.785 -3.358 0.212 0.0023
C -3.880 -2.077 0.491 0.1273
C -2.236 1.628 -2.020 0.0217
C 3.018 -0.566 -0.245 0.0019
H -1.673 1.064 3.729 0.0172
C -1.114 1.549 2.929 -0.0229
O 1.328 0.842 -1.421 -0.0169
H 1.146 3.993 2.230 0.0108
H 6.160 -2.685 0.461 0.0005
C 5.271 -2.079 0.285 0.0055
C 0.223 2.688 0.809 -0.0055
N -2.135 -0.511 0.003 0.1117
N 0.711 -0.836 -0.099 0.0087
C 5.389 -0.852 -0.396 -0.0036
H -1.164 2.393 -3.713 0.0021
H -0.474 3.011 -2.211 0.0044
H -0.501 -2.027 -2.205 -0.0022
N -0.602 1.642 0.586 0.1348
H -2.398 0.531 -2.116 -0.0023
C 0.447 3.170 2.094 0.0993
C -3.159 -0.528 2.176 0.0371
C -4.014 -1.550 1.777 0.0383
H -1.670 -1.185 -3.264 0.0056
H -3.056 2.003 -2.644 0.0040
C 4.262 -0.083 -0.673 0.0049
H -0.058 2.941 4.190 0.0095
H 6.375 -0.511 -0.715 -0.0001
C -1.301 1.081 1.619 0.1423
C -0.223 2.588 3.174 0.0945
Ti -0.672 0.482 -1.280 1.0574
O 0.878 -1.869 2.220 0.0021



Entry 4:
49
Properties=species:S:1:pos:R:3:mulliken_spin:R:1 method="wB97M-V/def2-TZVPD" charge=+2 homo_lumo_gap_ha="0.2239 / 0.1671" multiplicity=2 e_tot_ev=-59403.9785 e_above_lowest_kj_mol=77.83 lumo_ha="-0.33726 / -0.39408"
C 0.071 3.385 -2.936 0.0005
C 1.568 -1.099 4.452 0.0100
C -1.113 -1.335 1.015 0.0032
V -0.949 -0.045 -0.424 -0.0121
H 0.347 0.917 -5.260 0.0000
H 0.575 3.409 -5.041 0.0000
C -0.732 -2.718 -1.925 -0.0014
O 0.809 -0.857 7.064 -0.0012
H 1.472 -2.007 5.039 0.0002
H -2.164 -1.409 1.348 0.0000
H 0.039 -1.081 -5.312 -0.0001
O 1.598 -0.079 -0.096 0.4596
C -0.160 -1.586 -4.369 0.0001
C 2.431 -0.058 0.860 -0.0706
H -3.126 0.605 -1.437 0.0001
H -0.758 -2.347 0.758 -0.0007
H -1.622 0.969 1.813 -0.0002
C -0.573 -3.534 -3.040 0.0005
C -0.151 0.651 -3.192 0.0035
C 0.302 2.803 -4.181 0.0001
H -0.477 2.990 -0.864 -0.0001
C 1.802 1.255 2.955 -0.0065
H 1.331 2.300 4.776 0.0002
C -0.277 2.583 -1.854 -0.0004
C -0.294 -2.964 -4.280 0.0002
C -0.290 -0.801 -3.213 0.0022
C 0.185 1.427 -4.312 0.0001
N -0.562 -1.383 -2.014 -0.0005
C -1.192 1.383 0.887 0.0049
H 0.154 4.459 -2.780 0.0001
H -3.260 -1.036 -0.723 0.0002
O 3.682 -0.080 0.783 0.6590
N -0.369 1.246 -1.989 0.0029
H -0.199 1.810 1.133 -0.0035
H -1.840 2.210 0.547 0.0002
H -3.366 0.417 0.330 0.0000
C 1.870 -1.161 3.093 -0.0057
C 1.486 1.333 4.309 0.0108
H 2.025 -2.139 2.628 -0.0022
H -0.180 -3.580 -5.169 0.0000
N 0.953 0.215 6.432 0.0007
C 1.977 0.012 2.324 -0.0424
H -0.509 -0.999 1.880 0.0001
C 1.367 0.152 5.070 -0.0072
O 0.738 1.334 6.952 -0.0004
C -2.877 -0.014 -0.557 -0.0032
H -0.677 -4.611 -2.914 0.0000
H -0.982 -3.120 -0.946 0.0001
H 1.920 2.176 2.379 -0.0012